No. 1
Computed, not measured: C33H45N5PdS as an isolated structure, with wB97M-V/def2-TZVPD.

Positions of all 85 atoms, in Å:
C  0.402  2.150  2.419
H  -3.258  3.343  -3.871
H  2.549  1.500  -2.664
H  1.014  -1.131  -1.945
H  0.579  0.343  5.325
H  2.000  -6.630  3.963
H  -0.013  -1.877  1.554
H  -5.138  -0.733  0.154
C  2.217  2.867  3.721
C  -2.802  -0.834  1.804
H  -2.184  -1.520  2.391
H  1.024  -1.515  0.139
C  0.104  -0.793  -2.449
H  2.575  1.907  5.623
C  2.781  -1.648  3.332
C  -0.261  1.924  -6.063
H  2.638  -0.943  4.163
C  -2.857  -0.240  -3.293
H  -2.733  0.160  2.267
H  4.572  -3.541  3.938
C  0.086  2.797  -3.430
H  1.937  4.434  -2.010
S  -0.015  -2.358  4.216
C  0.053  1.226  3.442
H  0.451  1.607  -8.063
H  -2.560  2.812  -2.323
H  -1.299  1.918  -7.944
H  3.084  3.531  3.804
C  0.177  -1.166  0.739
C  -1.195  2.844  -4.004
H  -3.935  -0.400  -3.392
C  1.199  2.327  -4.146
H  -2.337  -0.878  -4.016
H  -0.413  -4.656  5.714
C  -3.213  -0.519  -0.732
C  1.223  3.873  -1.435
C  -0.145  -5.232  4.823
H  -0.937  -5.092  4.072
H  0.465  -0.213  1.208
H  -4.812  0.889  -0.475
C  1.284  -3.418  4.081
H  2.074  -1.384  2.537
C  -1.055  -0.806  -1.524
C  -0.562  2.567  -1.067
C  3.661  -3.575  4.546
H  -0.082  -1.437  -3.318
H  -2.204  4.440  -2.951
Pd  -1.763  0.933  -0.574
H  2.963  3.149  -3.202
H  3.831  -2.980  5.457
C  1.806  -5.700  3.415
C  -4.659  -0.183  -0.660
N  0.031  2.859  0.111
N  1.462  2.997  2.641
H  3.805  -1.564  2.952
C  -0.444  2.175  1.206
H  2.747  -5.274  3.063
C  1.126  3.727  -0.104
H  -3.848  -1.150  1.870
H  3.231  1.767  -4.272
H  1.728  4.061  0.721
N  0.216  3.104  -2.038
H  -1.541  2.250  1.383
H  -0.836  0.611  3.288
C  -2.403  -0.533  -1.913
N  1.146  -4.764  4.330
H  -0.640  0.338  -7.481
H  0.287  0.223  -2.835
C  2.549  2.187  -3.523
C  -2.365  -0.804  0.386
H  -2.643  0.803  -3.570
H  3.440  -4.605  4.826
H  1.167  -5.938  2.550
H  -5.158  -0.436  -1.599
C  -1.030  -0.979  -0.103
H  -2.340  2.431  -5.785
C  -2.359  3.391  -3.244
H  1.859  1.537  -6.039
C  -1.349  2.399  -5.323
C  1.940  1.942  4.741
C  -0.448  1.421  -7.464
C  0.835  1.102  4.584
C  1.002  1.906  -5.468
N  2.563  -3.029  3.744
H  -0.050  -6.293  5.070

E_HOMO (spin up / spin down)   2.571 / -0.520 eV
LUMO level (spin up / spin down)   3.88 / 3.87 eV
HOMO-LUMO gap (spin up / spin down)   1.3 / 4.4 eV
Spin multiplicity   3
Charge   -2



No. 2
Computed, not measured: C33H46AsBiN6O6S2 as an isolated structure, with wB97M-V/def2-TZVPD.

Positions of all 95 atoms, in Å:
C  -2.497  -0.203  5.546
H  2.828  -6.195  1.396
H  3.644  -2.563  0.439
O  0.259  -1.932  -1.794
H  -4.523  -0.228  -2.525
H  2.320  -1.676  0.837
N  5.718  -0.106  2.449
C  -2.025  0.324  3.196
H  2.446  -0.582  -4.878
C  -0.695  0.717  -2.668
C  0.886  -3.481  0.779
H  3.239  1.602  -2.025
N  -0.927  0.289  2.333
H  1.063  -0.337  2.703
O  0.566  -2.280  1.242
H  6.807  -2.452  2.252
H  -4.974  1.355  -0.931
H  -0.086  5.383  0.622
O  -0.388  -3.607  3.839
N  -0.289  -0.426  4.339
H  1.194  -1.137  -3.758
H  -3.331  3.337  -2.685
N  4.030  -0.814  1.239
C  -1.571  1.428  -1.755
H  -2.229  5.520  -0.256
H  1.676  -7.039  -0.624
C  0.587  1.252  -2.615
C  1.451  -6.054  -0.239
C  -3.086  1.278  -1.967
H  6.176  -2.615  0.604
O  -1.592  -2.006  -0.337
C  0.536  2.324  -1.680
H  0.531  4.979  -0.984
C  0.170  4.557  -0.045
O  -1.784  -4.525  1.775
C  3.039  0.740  -2.665
H  2.124  3.072  -3.842
H  -2.422  -4.320  1.079
H  5.246  -3.250  1.970
C  -3.797  0.208  5.332
H  0.764  -0.100  -5.126
H  -4.582  2.212  -3.231
H  -2.160  -0.566  6.508
C  1.525  -0.297  -4.366
H  3.899  0.599  -3.325
C  -3.343  0.735  3.000
N  4.767  0.852  2.294
C  5.905  -2.442  1.647
H  -3.674  0.594  -0.014
H  -1.932  4.050  1.703
C  -3.515  2.317  -3.017
C  -2.134  4.629  -0.880
H  -5.235  0.990  3.945
H  -3.007  -0.914  -1.953
H  1.390  2.936  -1.437
C  1.773  0.944  -3.506
H  2.943  -0.142  -2.030
H  4.881  1.762  2.704
As  -1.335  -3.036  2.657
O  -1.549  -3.575  -2.212
H  -3.114  -0.222  -3.574
C  0.061  -0.177  3.061
S  -0.754  -2.881  -1.248
H  0.262  -0.955  4.996
H  -3.120  4.182  -0.963
H  -2.963  2.158  -3.945
C  -1.529  3.214  1.124
N  3.255  -1.629  0.423
C  -4.208  0.672  4.074
C  -3.439  -0.106  -2.539
C  5.245  -1.124  1.801
H  -1.816  4.947  -1.875
C  -1.634  -0.136  4.460
C  1.974  2.161  -4.425
H  -3.747  2.359  -0.165
C  -0.751  2.518  -1.193
C  0.499  -5.265  -0.862
C  -1.083  3.693  -0.262
H  0.973  3.990  0.429
H  -3.692  1.088  2.042
Bi  -0.241  -0.095  -0.284
C  2.103  -5.567  0.892
C  1.830  -4.308  1.402
H  -4.510  0.173  6.144
S  2.409  1.416  1.073
H  2.852  2.010  -5.057
H  2.300  -3.957  2.313
C  3.725  0.472  1.533
H  -1.013  -0.076  -3.325
H  -0.037  -5.596  -1.741
C  0.230  -4.010  -0.343
C  -3.912  1.422  -0.687
H  -0.676  2.803  1.666
H  1.105  2.308  -5.069
H  -2.284  2.436  1.066

E_HOMO   -8.066 eV
LUMO level   -0.20 eV
HOMO-LUMO gap   7.9 eV



No. 3
Computed, not measured: a 4-piece molecular cluster, C33H46BIN3O9 overall, with wB97M-V/def2-TZVPD.

Positions of all 93 atoms, in Å:
H  -2.518  2.156  3.392
H  0.352  0.925  -6.045
N  -4.643  -1.906  3.228
O  -0.191  -3.331  1.824
H  -3.959  -1.921  5.798
O  1.098  2.827  -1.449
H  2.729  0.453  -3.751
C  -3.637  -1.025  5.289
C  6.283  2.269  -3.497
H  4.443  1.638  -2.618
C  3.930  3.373  -4.946
H  -2.862  6.618  -1.164
H  -3.072  4.932  -1.704
C  1.915  -1.224  5.577
C  2.119  -2.064  4.492
C  5.319  -0.044  -3.641
H  0.525  5.390  -1.779
H  -1.256  4.410  0.137
C  -3.909  -0.852  3.945
H  -2.673  -1.436  -2.483
H  -1.941  -4.547  2.974
H  3.640  3.584  -5.978
H  1.929  -5.054  6.077
H  2.458  0.592  -5.484
H  4.528  1.439  -5.629
O  -0.237  2.794  -3.361
C  4.066  1.863  -4.727
H  1.553  -1.119  7.698
O  1.550  -4.906  8.443
C  0.609  1.713  -3.437
N  1.508  -3.700  8.328
C  -0.137  0.472  -3.959
H  -5.636  -5.688  1.128
H  -2.023  1.902  5.800
H  6.320  -0.188  -4.058
C  -4.671  -5.201  1.074
C  -2.249  -3.928  0.950
I  -0.438  6.875  0.597
H  -2.731  -0.136  7.008
H  -0.835  -0.361  -5.839
H  6.735  2.330  -4.492
C  -1.763  -1.291  -3.071
H  2.283  -4.092  3.814
O  1.659  2.107  -4.343
H  0.637  0.803  -1.440
H  6.126  3.280  -3.122
H  4.623  -0.580  -4.289
H  -3.744  0.367  2.192
H  -0.967  -1.854  -2.578
H  -1.921  -1.737  -4.058
N  -0.951  -3.232  0.879
H  -1.298  1.333  -5.565
H  -3.382  5.388  -0.021
H  4.870  3.892  -4.765
H  3.161  3.799  -4.307
H  0.523  -0.402  -3.845
C  -2.954  -0.022  5.956
H  7.001  1.773  -2.837
H  -2.754  -3.384  -1.057
C  -2.557  1.122  5.274
H  -1.118  2.671  -1.278
O  -4.861  -1.736  2.048
C  1.724  -3.129  6.987
C  -2.738  5.571  -0.884
O  -0.720  -2.584  -0.114
C  -1.282  5.235  -0.571
H  1.910  -0.153  5.438
H  2.252  1.252  -2.037
B  -0.231  3.291  -1.937
C  1.199  1.555  -2.012
C  -4.287  -4.556  -0.094
C  4.983  1.460  -3.554
H  2.268  -1.644  3.506
H  -4.944  -4.547  -0.953
C  1.929  -3.986  5.922
C  2.128  -3.442  4.664
C  -3.837  -5.198  2.182
H  -0.962  5.281  -2.691
H  -4.146  -5.672  3.102
C  -3.520  0.274  3.244
H  -2.233  0.763  -3.558
H  5.287  -0.528  -2.663
C  -0.448  4.892  -1.805
C  -2.604  -4.567  2.121
C  -2.835  1.269  3.923
O  -4.968  -2.903  3.841
C  1.715  -1.754  6.841
O  1.304  -2.931  9.244
C  -3.068  -3.902  -0.163
C  -1.400  0.194  -3.138
C  -0.495  0.603  -5.445
C  2.679  1.170  -4.577
H  -1.260  0.556  -2.119

E_HOMO   -4.803 eV
LUMO level   0.90 eV
HOMO-LUMO gap   5.7 eV
Charge   -1



No. 4
Computed, not measured: C33H46BaP2Si as an isolated structure, with wB97M-V/def2-TZVPD.

Positions of all 83 atoms, in Å:
C  -1.497  3.129  -0.876
C  0.774  5.306  0.204
H  1.427  6.189  0.103
H  2.290  1.797  -0.490
H  -1.639  -4.630  0.849
H  -3.942  -2.287  -2.755
H  0.846  4.981  -2.614
H  2.635  5.024  -2.546
C  -1.104  4.442  4.014
H  -2.380  5.585  0.533
H  3.468  4.331  1.066
H  2.257  -5.922  -0.337
C  3.223  -4.459  -3.818
H  -1.767  -1.786  -1.638
C  -2.656  -1.452  1.518
H  -2.065  3.780  -1.567
H  -1.873  -4.787  3.308
C  1.591  -3.940  1.754
H  -3.044  -0.429  1.385
H  -0.614  -5.938  -2.080
C  -1.565  2.724  1.589
C  -0.465  1.585  1.606
C  2.249  -3.821  -3.045
C  0.205  -4.310  3.701
H  -2.949  -2.058  0.646
C  1.453  -4.046  3.133
C  0.957  1.975  1.198
H  0.097  -4.369  4.788
H  -4.459  -4.604  -3.516
H  1.271  4.667  2.255
P  1.743  4.000  -0.603
H  1.755  -2.918  -3.415
C  0.443  5.143  1.705
H  1.652  1.150  1.474
P  -1.110  4.355  2.223
H  4.618  -6.111  -3.944
C  3.855  -5.615  -3.339
H  -3.307  2.592  0.258
H  -3.407  5.057  1.884
H  -0.121  5.546  -0.393
C  -3.505  -4.389  -3.029
H  -1.698  3.624  4.440
C  3.512  -6.131  -2.084
C  1.745  4.407  -2.350
H  -2.319  2.418  2.341
C  1.883  -4.344  -1.784
H  -2.785  -6.425  -3.175
H  0.366  6.165  2.116
C  -2.570  -5.410  -2.837
C  -1.999  -2.804  -1.968
H  -1.060  2.097  -2.748
C  -0.899  -4.541  2.875
Si  0.527  -3.511  -0.855
H  -0.069  4.375  4.377
H  4.001  -7.028  -1.705
H  2.561  -3.698  1.305
C  -2.241  2.806  0.300
H  2.334  -3.914  3.774
C  -3.215  -3.086  -2.602
C  0.456  -4.069  0.913
H  -1.526  1.003  -1.415
H  4.073  3.427  -0.360
H  -0.842  0.759  0.974
C  -1.066  -3.838  -1.737
H  -1.531  5.407  4.327
H  3.484  -4.060  -4.797
H  -3.138  -1.894  2.415
C  -0.770  -4.457  1.491
H  1.012  0.992  -2.068
H  -2.315  6.450  2.093
C  2.529  -5.502  -1.309
C  3.430  4.251  -0.028
C  1.300  2.285  -0.350
H  1.793  3.497  -2.961
H  -0.640  3.722  -0.514
Ba  -0.151  -1.572  2.355
H  1.309  2.811  1.826
C  -1.348  -5.138  -2.210
H  3.791  5.188  -0.469
C  -2.419  5.463  1.625
H  -0.413  1.221  2.658
C  0.481  1.673  -1.401
C  -0.915  1.892  -1.667

E_HOMO   -4.384 eV
LUMO level   -0.56 eV
HOMO-LUMO gap   3.8 eV